Entry from the OMol25 dataset: a structure of composition C48H40N11O2PPbTe4 (the ωB97M-V functional and the def2-TZVPD basis).

The geometry in XYZ format:
```
107
Properties=species:S:1:pos:R:3:forces:R:3:lowdin_charge:R:1
H -1.376963 -1.870548 -6.735844 0.0 0.0 0.0 0.137
H 5.177875 -1.126300 1.691809 0.0 0.0 0.0 0.108
Te 1.165243 -2.435836 -0.945506 0.0 0.0 0.0 0.863
C -4.075081 5.761261 0.605858 0.0 0.0 0.0 -0.017
N -0.199590 1.643785 0.673293 0.0 0.0 0.0 0.007
C -0.798219 0.072421 3.110264 0.0 0.0 0.0 -0.291
C -3.623438 1.920581 0.589970 0.0 0.0 0.0 -0.154
H -0.925946 -2.852620 1.677317 0.0 0.0 0.0 -0.040
H -0.412375 0.469283 5.183976 0.0 0.0 0.0 0.126
C -0.440508 -1.629462 4.763249 0.0 0.0 0.0 -0.022
C -2.371066 4.775328 -3.143369 0.0 0.0 0.0 -0.306
C -3.941289 4.298551 -1.292101 0.0 0.0 0.0 0.014
H 2.307613 1.787216 2.465320 0.0 0.0 0.0 0.107
H -4.262938 3.407794 -1.819587 0.0 0.0 0.0 0.135
C 0.051291 3.805022 -0.339691 0.0 0.0 0.0 -0.048
C -1.982229 2.522072 -5.821688 0.0 0.0 0.0 -0.136
H -5.128652 -0.743448 1.350382 0.0 0.0 0.0 0.109
H -2.874205 7.537101 0.504139 0.0 0.0 0.0 0.118
C 5.696985 -4.037352 -0.802561 0.0 0.0 0.0 -0.053
C 3.005411 -4.466778 2.971909 0.0 0.0 0.0 -0.284
P 2.920975 -3.024828 1.927585 0.0 0.0 0.1 0.830
C -1.688079 -1.266091 -5.885773 0.0 0.0 0.0 -0.050
C -2.044992 0.457352 -7.661336 0.0 0.0 0.0 -0.016
H 0.436126 1.914855 -1.268855 0.0 0.0 0.0 0.106
C -4.825480 0.264264 1.117181 0.0 0.0 0.0 -0.189
C -4.473832 4.601384 -0.041719 0.0 0.0 0.0 -0.213
C -2.182261 1.769198 -8.090254 0.0 0.0 0.0 -0.035
H -2.600731 -1.700616 -5.475348 0.0 0.0 0.0 0.142
N -0.652850 -1.397422 -4.861003 0.0 0.0 0.0 -0.103
C 3.226623 -1.511191 4.260992 0.0 0.0 0.0 -0.054
O 1.644646 -3.118567 1.080012 0.1 0.0 0.0 -0.736
C 3.094706 -6.704837 4.598834 0.0 0.0 0.0 -0.049
C -0.540584 -0.299240 4.433245 0.0 0.0 0.0 0.002
H 3.531125 -0.299478 6.001549 0.0 0.0 0.0 0.116
H 0.975117 -5.027487 2.554172 0.0 0.0 0.0 0.078
O -2.644152 3.574438 -3.715396 0.0 0.0 0.0 0.133
C 6.437055 -1.958386 0.169116 0.0 0.0 0.0 -0.054
H 2.238690 -0.334549 1.228044 0.0 0.0 0.0 0.087
C 2.526076 -0.334282 2.274630 0.0 0.0 0.0 -0.088
H 3.131070 -7.581090 5.232262 0.0 0.0 0.0 0.117
C 4.226460 -5.911713 4.454160 0.0 0.0 0.0 -0.052
C 1.874583 -5.270021 3.107148 0.0 0.0 0.0 -0.070
C -2.985070 5.123698 -1.864046 0.0 0.0 0.0 -0.137
C -2.137569 2.806555 -7.174702 0.0 0.0 0.0 0.003
C -0.739211 -1.879654 -3.630020 0.0 0.0 0.0 -0.172
C -0.373946 4.405215 0.848474 0.0 0.0 0.0 -0.041
C 1.923995 -6.390474 3.922472 0.0 0.0 0.0 -0.053
C -2.600740 6.299793 -1.217874 0.0 0.0 0.0 -0.014
C 4.583274 -4.027725 0.016686 0.0 0.0 0.0 -0.083
H -0.450195 5.481556 0.922010 0.0 0.0 0.0 0.117
H 7.165261 -1.161255 0.232458 0.0 0.0 0.0 0.115
C 2.874847 -1.525754 2.914133 0.0 0.0 0.0 -0.279
H -0.508143 -3.639926 3.961802 0.0 0.0 0.0 0.112
H 5.141164 -6.171907 4.969069 0.0 0.0 0.0 0.116
H 2.964072 1.810293 4.853655 0.0 0.0 0.0 0.115
N -1.267511 4.735364 -4.979072 0.0 0.0 0.0 0.139
C 4.187572 -4.794965 3.635927 0.0 0.0 0.0 -0.074
C -3.156166 6.618569 0.006772 0.0 0.0 0.0 -0.053
Pb -1.601482 -0.582774 -0.207915 0.0 0.0 0.1 0.827
N -0.966436 1.435109 2.874923 0.0 0.0 0.0 0.140
H -2.815037 2.573176 0.305433 0.0 0.0 0.0 0.120
H 3.866849 -4.841334 -0.030547 0.0 0.0 0.0 0.111
N -5.655316 1.275900 1.108264 0.0 0.0 0.0 0.143
N -3.544939 0.611933 0.802180 0.0 0.1 -0.1 -0.070
C 4.388282 -2.972389 0.913272 0.0 0.0 0.0 -0.302
C -0.579707 -2.581277 3.759962 0.0 0.0 0.0 -0.036
H -5.778066 4.019407 1.573770 0.0 0.0 0.0 0.134
C -5.460631 3.659679 0.596777 0.0 0.0 0.0 -0.046
C 3.248735 -0.310157 4.957305 0.0 0.0 0.0 -0.054
N -4.875136 2.323148 0.768136 0.0 0.0 0.0 -0.091
H -1.713843 1.004843 -4.334793 0.0 0.0 0.0 0.120
H 5.853357 -4.853867 -1.494453 0.0 0.0 0.0 0.116
H -0.245678 -1.922174 5.786491 0.0 0.0 0.0 0.127
H -2.050826 -0.347375 -8.386374 0.0 0.0 0.0 0.122
Te -1.681554 -5.130206 0.189352 0.0 0.0 0.0 0.106
C 5.318272 -1.938787 0.990772 0.0 0.0 0.0 -0.058
H 0.314114 4.391984 -1.208773 0.0 0.0 0.0 0.116
Te -3.258617 -3.064041 -0.518545 0.0 0.0 0.0 0.079
C 0.119602 2.433515 -0.368970 0.0 0.0 0.0 -0.156
C -0.701675 3.617883 1.927118 0.0 0.0 0.0 0.000
Te 0.351957 -4.936841 -1.570387 0.0 0.0 0.0 0.251
H -4.494118 6.009820 1.573430 0.0 0.0 0.0 0.121
H 7.497725 -3.015652 -1.360964 0.0 0.0 0.0 0.117
C 1.250021 -1.238206 -4.018642 0.0 0.0 0.0 -0.185
H -2.308482 1.982698 -9.142555 0.0 0.0 0.0 0.119
C 6.622711 -3.001753 -0.724791 0.0 0.0 0.0 -0.049
H 3.485383 -2.432408 4.767341 0.0 0.0 0.0 0.107
N 0.606719 -0.988961 -5.125066 0.0 0.0 0.0 0.161
C -1.920819 3.634190 -4.869525 0.0 0.0 0.0 -0.291
N -1.561342 5.482859 -3.847454 0.0 0.0 0.0 0.132
H -1.037862 4.056867 2.858050 0.0 0.0 0.0 0.124
H -2.220117 3.835673 -7.496386 0.0 0.0 0.0 0.127
C -1.872071 0.170368 -6.313501 0.0 0.0 0.0 -0.201
H -6.349122 3.524759 -0.019670 0.0 0.0 0.0 0.142
C -0.817949 -2.140642 2.483038 0.0 0.0 0.0 -0.194
C 2.924392 0.874169 4.311594 0.0 0.0 0.0 -0.059
H -1.629388 -2.303293 -3.185337 0.0 0.0 0.0 0.086
H -1.877512 6.950165 -1.692322 0.0 0.0 0.0 0.125
C 2.556375 0.862560 2.971369 0.0 0.0 0.0 -0.072
H 5.078504 -4.191615 3.502054 0.0 0.0 0.0 0.120
C -0.599661 2.224245 1.793836 0.0 0.0 0.0 -0.358
H 2.300675 -1.039410 -3.885318 0.0 0.0 0.0 0.126
H -1.101651 1.959303 3.724549 0.0 0.0 0.0 0.142
N -0.944934 -0.842512 2.142906 0.0 0.1 0.0 -0.002
H 1.053083 -7.024431 4.023189 0.0 0.0 0.0 0.114
N 0.458187 -1.790160 -3.055150 0.0 0.0 0.0 -0.259
C -1.854815 1.206859 -5.391814 -0.1 0.0 0.0 0.023
```
Forces are in eV/Å.

The calculation puts the relative energy (zero: lowest compared OMol25 entry of this formula, charge and spin) at 0.000 eV. The net charge is +2. Its HOMO energy is -0.4368 Eh.

Entry from the OMol25 dataset: a cluster of 2 separate species, C4H10O in total in a non-equilibrium geometry (the ωB97M-V functional and the def2-TZVPD basis).

The geometry in XYZ format:
```
15
Properties=species:S:1:pos:R:3:forces:R:3:lowdin_charge:R:1
H -1.296380 1.540199 0.702472 -0.1 0.0 -0.1 0.108
H -2.355449 -0.764176 0.429327 0.1 0.1 -0.1 0.072
H 1.892862 1.141847 -0.104878 -0.2 -0.1 0.2 0.080
C -0.837081 0.767024 0.074517 0.0 0.2 0.0 -0.273
H 2.371113 0.069063 1.307543 -0.2 0.1 0.0 0.076
C -1.931727 -0.191069 -0.402768 0.0 -0.1 0.0 -0.115
H 1.103106 -1.193870 -0.267710 0.9 -0.4 -0.6 0.000
H 0.020289 -0.478157 1.720516 0.0 0.0 -0.2 0.113
H 1.942862 -0.859695 -1.508528 0.0 -0.2 0.0 0.043
O 1.945561 -1.417778 -0.721271 -0.3 -0.8 -0.7 -0.091
H -2.750428 0.368836 -0.870156 0.2 -0.1 0.1 0.070
C 1.571039 0.475328 0.696781 -0.4 0.6 0.6 -0.032
C 0.284973 0.162031 0.877518 0.1 0.8 0.5 -0.228
H -1.554753 -0.906874 -1.142180 0.0 0.1 0.1 0.070
H -0.405988 1.287290 -0.791182 -0.1 0.0 0.1 0.108
```
Forces are in eV/Å.

The SMILES is C=CCC.O. The calculation puts the relative energy (zero: lowest compared OMol25 entry of this formula, charge and spin) at 1.410 eV. Its HOMO energy is -0.3400 Eh.